{"formula": "C7H8", "method": "ωB97M-V/def2-TZVPD", "species": ["C", "C", "C", "C", "C", "C", "C", "H", "H", "H", "H", "H", "H", "H", "H"], "xyz": [[-0.629, 0.554, -1.780], [-0.596, 1.293, -2.910], [-0.598, -0.751, -1.268], [0.651, -0.775, -0.469], [-0.036, -0.405, 0.849], [0.133, 0.614, -0.277], [0.671, -0.030, 2.149], [-0.641, 2.449, -2.790], [-0.817, 0.898, -3.882], [-1.554, -1.257, -0.876], [1.535, -1.267, -0.763], [-0.949, -0.861, 1.225], [0.314, 0.926, 2.484], [1.767, -0.012, 2.034], [0.384, -0.833, 3.009]], "forces_ev_per_angstrom": [[1.2, 0.5, -1.5], [-1.0, 2.2, 2.7], [-1.5, 0.1, 0.6], [-1.6, -0.1, 1.6], [0.7, 0.3, 1.5], [-1.3, -1.3, -2.1], [0.3, -2.2, 1.3], [0.5, -2.2, -0.3], [0.0, -0.4, -0.1], [1.5, 1.0, -0.6], [1.2, 0.0, 0.0], [-0.4, -0.3, -1.3], [-0.1, 0.5, 0.2], [-0.4, 0.1, 0.2], [0.8, 1.8, -2.0]], "nbo_charge": [0.047, -0.440, -0.152, -0.289, -0.253, -0.029, -0.604, 0.220, 0.223, 0.216, 0.225, 0.206, 0.218, 0.211, 0.201], "gap_ev": 8.92, "relative_energy_kj_mol": 682.6, "e_lumo_ev": 0.617, "smiles": "C=C1[C@H]2[C@@H]3[C@@H](C)[C@@]132"}